DFT (ωB97M-V/def2-TZVPD) results for a structure of composition C40H28CoN7O3PS2 in a non-equilibrium geometry.

```
! wB97M-V def2-TZVPD RIJCOSX def2/J DEFGRID3
* xyz 1 1
Co 0.41884 -0.02857 -0.24653
O 3.16776 0.11027 0.19670
N 2.06860 0.74312 0.72430
C 2.23626 0.94191 1.97425
C 1.34689 1.63306 2.88655
C 1.92839 2.08877 4.07577
C 1.20962 2.84792 4.97659
C -0.11895 3.15637 4.71874
C -0.72068 2.67608 3.56925
C -0.00203 1.91410 2.65055
P -0.94784 1.23085 1.25340
C -1.64516 2.69903 0.44720
C -1.10998 3.96886 0.64605
C -1.62314 5.05612 -0.04420
C -2.65068 4.87970 -0.95755
C -3.17497 3.61254 -1.17675
C -2.67702 2.52686 -0.47817
C -2.33101 0.45419 2.15178
C -3.64537 0.91159 2.09121
C -4.63199 0.27553 2.82860
C -4.31961 -0.82306 3.61460
C -3.00721 -1.26962 3.69795
C -2.01806 -0.63556 2.96734
H 3.25674 0.46767 -0.72068
H 3.19911 0.64315 2.38253
H 2.96241 1.84621 4.28574
H 1.68047 3.19446 5.88586
H -0.68917 3.74733 5.42188
H -1.76206 2.89545 3.36991
H -0.30089 4.11463 1.34911
H -1.21251 6.04164 0.12958
H -3.03893 5.72968 -1.50240
H -3.97882 3.47573 -1.88827
H -3.08711 1.53871 -0.65156
H -3.89986 1.77613 1.49670
H -5.64684 0.64817 2.79297
H -5.09747 -1.32720 4.17145
H -2.75298 -2.10812 4.33192
H -0.99145 -0.97422 3.04624
C 0.42361 3.54286 -2.87787
C 0.66617 2.69401 -1.79440
N 0.03895 1.54538 -1.64475
C -0.85707 1.16420 -2.57600
C -1.14140 1.93010 -3.71224
C -0.48044 3.16378 -3.83613
C -2.04968 1.41738 -4.69045
C -2.65566 0.21943 -4.52018
C -2.43234 -0.55045 -3.33488
C -3.08403 -1.76666 -3.06128
C -2.83920 -2.41453 -1.87590
C -1.92956 -1.85789 -0.97248
N -1.30030 -0.72654 -1.21637
C -1.53708 -0.07087 -2.36950
H 0.97073 4.47112 -2.94922
H 1.38497 2.95658 -1.02941
H -0.68232 3.78842 -4.69671
H -2.23077 2.00440 -5.58124
H -3.32782 -0.17481 -5.27091
H -3.77604 -2.17543 -3.78617
H -3.32832 -3.34330 -1.62392
H -1.71351 -2.35222 -0.03642
O 3.22489 1.06099 -2.16227
S 2.45809 0.16293 -3.00433
O 1.69352 0.79500 -4.04197
N 1.51282 -0.81366 -2.03749
C 1.66257 -2.10372 -2.40527
S 0.80761 -3.38798 -1.79500
C 2.71366 -2.31341 -3.42965
C 3.06910 -3.49427 -4.05941
C 4.11889 -3.46803 -4.96766
C 4.80764 -2.29167 -5.24243
C 4.42812 -1.09580 -4.64479
C 3.38285 -1.14300 -3.74973
H 2.53103 -4.40709 -3.84581
H 4.40754 -4.38279 -5.46691
H 5.63206 -2.29537 -5.94186
H 4.92852 -0.16574 -4.87830
N -1.16414 -3.63277 4.53995
C -0.64123 -3.43554 3.52687
N -0.07011 -3.24692 2.37680
C 0.23597 -2.32707 1.60860
N 0.57380 -1.58925 0.75562
*
```

The frontier orbital gap (spin up / spin down) is 6.0 / 6.0 eV. As for the LUMO energy (spin up / spin down): -4.25 / -4.25 eV. For the energy above the lowest of the compared OMol25 structures with the same formula, charge and spin, the calculation gives 59.0 kJ/mol.

***

DFT (ωB97M-V/def2-TZVPD) results for a structure of composition C40H28IrN7O2PS.

```
! wB97M-V def2-TZVPD RIJCOSX def2/J DEFGRID3
* xyz -1 1
Ir 0.47703 -0.06025 -0.35871
C -0.32600 -1.87870 5.55607
C -0.76855 -0.56593 5.51794
C -0.51917 0.22357 4.40205
C 0.17550 -0.29879 3.31555
C 0.63077 -1.61808 3.36442
C 0.37718 -2.40223 4.47784
P 0.60985 0.68285 1.83903
C -0.21208 2.28769 2.08693
C -1.60506 2.33128 2.16075
C -2.26270 3.54621 2.25083
C -1.53845 4.73254 2.25276
C -0.15646 4.69726 2.16815
C 0.50604 3.47813 2.08942
C 2.37078 0.98895 2.05948
C 2.94092 1.43141 3.22424
C 4.33218 1.63315 3.28567
C 5.10755 1.36644 2.18985
C 4.54611 0.88097 0.98593
C 5.34188 0.55074 -0.13508
C 4.74309 0.03527 -1.24575
C 3.34332 -0.15341 -1.30942
C 2.50608 0.18484 -0.27181
C 3.14198 0.69410 0.90917
H -0.52343 -2.49321 6.42566
H -1.31051 -0.14945 6.35793
H -0.87077 1.24597 4.38070
H 1.15994 -2.02613 2.51301
H 0.72788 -3.42624 4.50349
H -2.17931 1.41537 2.15092
H -3.34422 3.56511 2.30514
H -2.05409 5.68322 2.30451
H 0.41759 5.61382 2.12815
H 1.58421 3.46690 1.99394
H 2.32580 1.62436 4.09644
H 4.78359 1.99496 4.20079
H 6.18072 1.51610 2.23308
H 6.41434 0.69986 -0.08916
H 5.34427 -0.24097 -2.10406
H 2.93764 -0.60355 -2.20452
S 0.42421 -0.45006 -2.71652
C -1.14665 -1.18646 -2.77818
N -1.60977 -1.93067 -3.72738
N -0.75708 -2.19887 -4.71889
C -1.10519 -3.10242 -5.71322
C -0.12651 -3.50516 -6.62347
C -0.44512 -4.38305 -7.64403
C -1.73764 -4.87401 -7.77755
C -2.70649 -4.47047 -6.86867
C -2.40472 -3.59219 -5.84062
N -2.08084 -1.04149 -1.74292
N -1.63820 -0.56791 -0.68144
C -2.62979 -0.48038 0.34880
C -2.41287 -1.19744 1.51582
C -3.33268 -1.10111 2.54855
C -4.44815 -0.28312 2.41354
C -4.65546 0.42147 1.23426
C -3.74933 0.31935 0.18846
H 0.22514 -1.99253 -4.55050
H 0.88344 -3.12585 -6.52099
H 0.32618 -4.68723 -8.34069
H -1.98459 -5.56083 -8.57629
H -3.71884 -4.84531 -6.95831
H -3.15637 -3.27820 -5.13142
H -1.52624 -1.81549 1.59210
H -3.16566 -1.65473 3.46394
H -5.15652 -0.19344 3.22730
H -5.52549 1.05705 1.12835
H -3.88643 0.86428 -0.73619
N 0.28797 1.88343 -0.85302
C 0.37007 2.97962 -1.20523
C 0.50260 4.31462 -1.56273
C -0.17605 4.82726 -2.69244
N -0.73161 5.25686 -3.60910
C 1.29781 5.15798 -0.75287
N 1.93561 5.84882 -0.08085
O 1.65913 -3.05868 -1.43921
C 1.15409 -3.02393 -0.33978
O 0.62285 -2.01924 0.28971
H 0.96979 -3.96461 0.22034
*
```

The frontier orbital gap (spin up / spin down) is 6.8 / 6.8 eV. As for the LUMO energy (spin up / spin down): 1.79 / 1.79 eV. For the energy above the lowest of the compared OMol25 structures with the same formula, charge and spin, the calculation gives 0.0 kJ/mol.

***

DFT (ωB97M-V/def2-TZVPD) results for a structure of composition C40H29CsF5NO4P2S.

```
! wB97M-V def2-TZVPD RIJCOSX def2/J DEFGRID3
* xyz -2 1
Cs 0.21877 -0.32013 1.66992
O 4.07284 -3.41079 1.06600
C 3.36264 -2.38981 1.04881
O 2.19190 -2.26039 0.60760
C 4.02648 -1.10359 1.59423
C 5.37930 -1.10178 1.91601
C 5.96509 0.09224 2.31057
C 5.19778 1.24626 2.33913
C 3.84842 1.15325 2.01187
N 3.27706 -0.00603 1.69408
C 2.98139 2.43141 1.96954
O 3.61745 3.49617 1.84515
O 1.73501 2.27917 2.02407
H 5.92849 -2.02854 1.82890
H 7.01960 0.12783 2.56534
H 5.60705 2.21838 2.57540
C -0.18558 -0.18163 -2.46397
C 1.31711 -0.48890 -2.48770
P 2.25703 0.56506 -1.29001
C 3.96568 -0.06792 -1.51394
C 5.03852 0.80541 -1.31919
C 6.34569 0.34910 -1.37456
C 6.60896 -0.99246 -1.61727
C 5.55197 -1.87289 -1.78804
C 4.24200 -1.41639 -1.73552
C 2.46217 2.18596 -2.15012
C 2.33166 3.33005 -1.36492
C 2.49015 4.59450 -1.92795
C 2.76645 4.72430 -3.27898
C 2.90426 3.58686 -4.07051
C 2.76509 2.33061 -3.50538
C -0.53040 1.09638 -3.22866
P -2.27003 1.67634 -3.02276
C -2.30970 2.08565 -1.23777
C -3.54605 1.99360 -0.59932
C -3.66684 2.24875 0.75849
C -2.54862 2.60664 1.49988
C -1.31124 2.71905 0.87884
C -1.19554 2.44686 -0.47837
C -2.07546 3.35137 -3.78182
C -1.04687 4.23481 -3.45054
C -0.94799 5.47153 -4.06781
C -1.87921 5.85066 -5.02740
C -2.90723 4.98475 -5.36606
C -3.00020 3.74367 -4.74601
H -0.50891 -0.09186 -1.42067
H -0.74803 -1.02156 -2.88088
H 1.71861 -0.45626 -3.50612
H 1.46940 -1.50099 -2.10405
H 4.85100 1.85053 -1.10030
H 7.15920 1.04488 -1.20551
H 7.63077 -1.35274 -1.64294
H 5.73480 -2.93138 -1.92288
H 3.44000 -2.13815 -1.80540
H 2.12295 3.23876 -0.30254
H 2.40144 5.46880 -1.29501
H 2.88246 5.70815 -3.71924
H 3.12592 3.68385 -5.12701
H 2.89149 1.44756 -4.12221
H -0.37663 0.93927 -4.30156
H 0.15398 1.89350 -2.94326
H -4.41505 1.68297 -1.16986
H -4.62400 2.12590 1.25049
H -2.63988 2.76161 2.56694
H -0.41536 2.96502 1.44194
H -0.21173 2.50560 -0.92940
H -0.31061 3.96503 -2.70236
H -0.13740 6.13727 -3.79726
H -1.80157 6.81883 -5.50780
H -3.63851 5.27250 -6.11217
H -3.80380 3.06529 -5.00938
F -7.02909 -1.33818 -1.29470
C -6.12917 -1.23808 -0.29528
C -4.77291 -1.21241 -0.55899
F -4.34889 -1.27600 -1.83167
C -3.86511 -1.10685 0.47661
F -2.56762 -1.06588 0.12005
C -4.22893 -1.03172 1.82979
S -3.10042 -0.89511 3.12737
C -5.61782 -1.06137 2.04085
F -6.10900 -0.99270 3.28995
C -6.54333 -1.15904 1.02074
F -7.86340 -1.18737 1.29545
*
```

The frontier orbital gap is 6.3 eV. As for the LUMO energy: 3.82 eV. For the energy above the lowest of the compared OMol25 structures with the same formula, charge and spin, the calculation gives 0.0 kJ/mol.